1.
# C7H14ClNO

One molecule with the formula C7H14ClNO (the ωB97M-V functional and the def2-TZVPD basis, the Open Molecules 2025 dataset).

The HOMO-LUMO gap is 10.12 eV. Its structure (SMILES) is C=CCC(C)(C)[C@](N)(O)Cl.

```
24
Properties=species:S:1:pos:R:3:lowdin_charge:R:1
C 3.07 0.73 -0.29 -0.007
C 1.97 0.22 0.25 -0.218
C -0.57 -1.26 -1.02 -0.100
C -0.56 -1.08 1.43 -0.085
C 0.58 0.80 0.30 -0.151
C -0.60 -0.28 0.11 -0.480
C -2.02 0.58 0.02 -0.918
N -1.84 1.63 -0.90 0.064
O -2.27 1.21 1.25 -0.047
Cl -3.33 -0.56 -0.36 0.707
H 4.05 0.34 -0.21 0.037
H 2.95 1.61 -0.91 0.056
H 2.08 -0.71 0.88 0.111
H -1.31 -1.11 -1.88 0.090
H 0.35 -1.53 -1.46 0.067
H -0.99 -2.16 -0.67 0.047
H -1.56 -1.63 1.60 0.102
H -0.43 -0.53 2.32 0.051
H 0.20 -1.91 1.18 0.114
H 0.44 1.64 -0.50 0.132
H 0.64 1.29 1.35 0.148
H -1.98 2.49 -0.35 0.119
H -2.16 1.58 -1.82 0.073
H -1.88 0.67 1.96 0.087
```

2.
# C7H14CoNO3Se

C7H14CoNO3Se as an isolated structure (the ωB97M-V functional and the def2-TZVPD basis, the Open Molecules 2025 dataset).

Its net charge is +1. As for the multiplicity: 2. The HOMO-LUMO gap (alpha / beta) is 5.52 / 7.80 eV.

```
27
Properties=species:S:1:pos:R:3:lowdin_charge:R:1
Co -0.12 0.01 0.89 0.757
C -1.58 -2.76 0.16 -0.032
O -0.61 -1.76 -0.19 -0.264
C 0.66 -2.29 -0.57 -0.152
C 1.38 -1.23 -1.37 -0.120
O 1.31 0.00 -0.63 -0.199
C 1.37 1.20 -1.40 -0.120
C 0.67 2.29 -0.61 -0.152
O -0.60 1.76 -0.20 -0.264
C -1.56 2.78 0.14 -0.031
H -1.72 -3.44 -0.68 0.104
H -2.51 -2.24 0.37 0.102
H -1.26 -3.32 1.04 0.107
H 0.52 -3.18 -1.19 0.144
H 1.23 -2.56 0.32 0.145
H 0.90 -1.10 -2.34 0.141
H 2.42 -1.51 -1.52 0.150
H 0.87 1.05 -2.36 0.142
H 2.41 1.48 -1.58 0.150
H 0.52 3.16 -1.25 0.144
H 1.26 2.57 0.26 0.145
H -1.71 3.44 -0.71 0.104
H -1.22 3.36 1.00 0.107
H -2.49 2.28 0.39 0.102
Se 0.04 0.01 5.55 0.776
C -0.07 0.01 3.84 -0.910
N -0.14 0.01 2.65 -0.076
```

3.
# C7H14CuN2O

C7H14CuN2O as an isolated structure (the ωB97M-V functional and the def2-TZVPD basis, the Open Molecules 2025 dataset).

Its net charge is +2. As for the multiplicity: 2. The HOMO-LUMO gap (alpha / beta) is 7.35 / 6.07 eV.

```
25
Properties=species:S:1:pos:R:3:lowdin_charge:R:1
N 1.65 -1.18 -0.84 0.018
C 2.06 -0.43 0.38 -0.249
C 1.74 1.17 0.25 -0.160
C 0.48 1.51 -0.71 -0.126
C -0.96 1.17 -0.07 -0.236
C -1.75 -0.07 -0.83 -0.076
C -2.35 -1.03 0.34 -0.025
C -2.44 0.10 1.51 -0.240
O -3.37 0.39 2.28 0.220
N -1.06 0.74 1.36 0.248
H 0.70 -1.57 -0.78 0.075
H 2.35 -1.89 -1.14 0.007
H 3.20 -0.50 0.55 0.128
H 1.58 -0.80 1.35 0.110
H 1.63 1.62 1.30 0.131
H 2.67 1.64 -0.26 0.133
H 0.54 2.65 -0.93 0.145
H 0.53 1.00 -1.73 0.121
H -1.67 2.07 -0.16 0.177
H -2.69 0.49 -1.21 0.151
H -1.18 -0.59 -1.69 0.134
H -1.64 -1.88 0.64 0.133
H -3.37 -1.45 0.01 0.158
H -0.47 -0.11 1.45 0.135
Cu 3.82 -3.05 -1.05 0.888
```

4.
# C7H14EuOP

C7H14EuOP as an isolated structure (the ωB97M-V functional and the def2-TZVPD basis, the Open Molecules 2025 dataset).

Its net charge is -1. As for the multiplicity: 8. The HOMO-LUMO gap (alpha / beta) is 3.44 / 5.36 eV.

```
24
Properties=species:S:1:pos:R:3:lowdin_charge:R:1
C -1.03 -0.96 -2.51 -0.238
C -1.32 -1.38 -3.83 -0.228
C -0.47 -2.47 -4.16 -0.218
C 0.37 -2.75 -3.05 -0.231
C 0.06 -1.85 -2.00 -0.240
Eu -0.47 0.35 0.78 0.630
P -0.84 3.21 0.51 0.345
H -1.51 -0.14 -1.95 0.003
H -2.07 -0.93 -4.49 0.054
H -0.46 -3.01 -5.11 0.052
H 0.51 -1.79 -1.00 -0.003
H 1.13 -3.53 -3.00 0.052
H -1.76 3.98 1.31 -0.200
H -1.29 3.72 -0.76 -0.172
H 0.27 4.11 0.65 -0.191
C 0.06 0.54 3.58 -0.223
C 1.52 0.30 3.27 -0.297
O 1.65 0.22 1.81 -0.301
H -0.32 1.49 3.16 0.018
H -0.05 0.64 4.66 0.077
H -0.59 -0.31 3.30 -0.008
H 2.16 1.12 3.62 0.112
H 1.88 -0.65 3.69 0.108
H 2.57 0.09 1.52 0.100
```

5.
# C7H14FN

A 2-piece molecular cluster, C7H14FN overall (the ωB97M-V functional and the def2-TZVPD basis, the Open Molecules 2025 dataset).

As for the multiplicity: 3. The HOMO-LUMO gap (alpha / beta) is 4.74 / 6.36 eV.

```
23
Properties=species:S:1:pos:R:3:lowdin_charge:R:1
C 1.68 -2.38 1.09 -0.184
C 1.15 2.77 0.87 -0.081
C -0.97 -2.24 -1.28 0.003
C -0.06 2.36 -0.12 -0.200
C -0.46 0.87 0.09 -0.214
C -1.47 0.21 -0.90 -0.156
C -1.62 -1.20 -0.73 -0.319
N 1.35 -1.81 -0.02 0.006
F -2.25 -1.60 0.47 0.005
H 1.17 -3.07 1.72 0.038
H 2.59 -2.12 1.63 0.049
H 2.02 2.61 0.28 0.050
H 1.16 3.80 1.06 0.036
H 1.16 2.24 1.79 0.061
H -1.15 -3.28 -0.90 0.103
H 0.44 -2.40 -0.37 0.037
H -0.13 -2.25 -1.98 0.080
H 0.45 2.51 -1.05 0.076
H -1.00 3.07 -0.03 0.131
H -0.72 0.53 1.08 0.114
H 0.41 0.31 -0.06 0.050
H -2.50 0.67 -0.62 0.149
H -1.22 0.42 -2.02 0.166
```

6.
# C7H14N

A 2-piece molecular cluster, C7H14N overall (the ωB97M-V functional and the def2-TZVPD basis, the Open Molecules 2025 dataset).

As for the multiplicity: 2. The HOMO-LUMO gap (alpha / beta) is 7.26 / 9.90 eV.

```
22
Properties=species:S:1:pos:R:3:lowdin_charge:R:1
C -0.69 0.44 2.07 -0.218
C -0.88 -0.07 0.86 -0.016
C -0.12 2.31 3.51 -0.048
N -0.28 1.75 2.27 -0.097
H -0.81 -0.07 3.02 0.109
H -0.68 0.53 -0.02 0.040
H -1.25 -1.08 0.72 0.044
H 0.10 3.36 3.61 0.033
H -0.30 1.74 4.41 0.038
H -0.07 2.31 1.47 0.129
C 0.07 -1.63 -1.97 -0.202
C 0.79 -0.54 -2.18 -0.200
C 1.84 0.04 -1.28 -0.110
C -0.87 -2.18 -3.00 -0.110
H 0.20 -2.21 -1.06 0.100
H 0.67 -0.06 -3.15 0.100
H 2.64 0.43 -1.92 0.069
H 1.47 0.93 -0.76 0.054
H 2.24 -0.68 -0.57 0.076
H -0.99 -1.46 -3.81 0.069
H -1.86 -2.34 -2.58 0.069
H -0.51 -3.12 -3.41 0.071
```

Calculated DFT total energy in order - -23544.3896, -118082.7022, -57129.6108, -38143.2697, -11685.5409, -8973.1687 eV